Entry P
ORCA calculation (wB97M-V/def2-TZVPD) on the molecule C20H27NO5.

ORCA input file:
```
! wB97M-V def2-TZVPD RIJCOSX def2/J DEFGRID3
* xyz 0 1
O -2.439 -0.159 3.680
O 2.128 -1.865 -1.614
O -1.631 -1.435 2.039
O 0.286 0.288 3.414
O -4.127 1.158 1.995
N 1.640 0.874 -0.447
C -1.936 -2.684 5.140
C -2.368 1.606 0.515
C 1.543 -0.348 -6.035
C -2.230 -1.323 3.086
C 1.695 0.850 -5.107
C 1.173 0.537 -3.707
C 2.937 0.304 -0.748
C -1.950 0.973 2.940
C -0.492 0.692 2.573
C -0.094 0.985 1.197
C -1.993 2.179 3.883
C -2.930 1.243 1.775
C 2.932 -1.238 -0.649
C -0.478 1.733 -1.061
C 0.806 1.448 -1.388
C -2.790 -2.470 3.889
C 1.181 0.708 0.814
C 1.314 1.744 -2.768
C 0.800 -2.149 -1.216
C -1.043 1.462 0.228
H -3.017 2.324 4.216
H -2.324 -3.520 5.718
H -1.121 2.173 -1.808
H 2.750 1.131 -5.049
H 0.180 -1.251 -1.147
H -1.650 3.068 3.358
H 0.496 -0.625 -6.131
H 3.955 -1.582 -0.834
H 0.394 -2.803 -1.985
H 1.878 0.322 1.545
H -2.787 -3.363 3.264
H -3.063 1.908 -0.255
H 2.352 2.081 -2.743
H 0.776 -2.664 -0.252
H 2.632 -1.549 0.360
H -1.949 -1.791 5.759
H -1.351 1.989 4.740
H 3.244 0.582 -1.753
H -0.907 -2.898 4.863
H 1.930 -0.118 -7.024
H 3.672 0.689 -0.034
H 1.713 -0.322 -3.308
H 0.118 0.263 -3.767
H 2.087 -1.204 -5.641
H 0.722 2.567 -3.174
H -3.813 -2.224 4.175
H 1.149 1.702 -5.519
*
```

Output
Kohn-Sham gap in eV: 7.75
SMILES string: CCCCC1=CC2=CC(=O)[C@@](C)(OC(=O)CC)C(=O)C2=CN1CCOC
Highest occupied orbital energy in eV: -7.58

***

Entry Q
ORCA calculation (wB97M-V/def2-TZVPD) on the molecule C20H27NO5.

ORCA input file:
```
! wB97M-V def2-TZVPD RIJCOSX def2/J DEFGRID3
* xyz 0 1
O 2.525 0.537 -0.477
O -5.560 -0.663 -1.428
O -2.821 -1.775 0.241
O -5.792 -1.545 0.619
O 2.069 2.744 -0.319
N -0.606 2.217 0.018
C 4.237 -1.687 -1.036
C -5.261 -0.703 -0.264
C 5.304 -2.240 -0.089
C 4.593 0.968 0.722
C 4.727 -0.321 1.530
C -2.868 -0.565 0.222
C 0.316 1.204 -0.149
C -0.352 -0.008 -0.109
C 5.802 -1.255 0.973
C -5.588 2.261 0.078
C -4.212 0.180 0.391
C 1.712 1.582 -0.320
C -1.724 0.311 0.089
C -4.245 1.593 -0.205
C -3.097 2.440 0.354
C 3.923 0.819 -0.646
C 4.509 -0.271 -1.547
C -6.699 -2.511 0.105
C 0.228 -1.366 -0.245
C -1.829 1.700 0.160
H -6.396 1.697 -0.379
H -3.264 2.618 1.423
H -5.602 3.268 -0.332
H -0.336 3.190 0.018
H -3.061 3.412 -0.143
H 6.164 -2.577 -0.672
H 6.235 -1.835 1.790
H 3.267 -1.688 -0.543
H 4.885 -3.120 0.404
H 4.001 1.789 -1.158
H 4.164 -2.365 -1.889
H 4.049 -0.158 -2.531
H 3.765 -0.833 1.578
H -4.413 0.206 1.467
H 5.583 1.402 0.568
H -4.121 1.496 -1.289
H 6.608 -0.645 0.558
H -7.491 -2.021 -0.465
H -5.769 2.321 1.150
H -7.109 -3.033 0.965
H 5.579 -0.097 -1.658
H -0.568 -2.105 -0.271
H 0.825 -1.433 -1.152
H 0.882 -1.579 0.600
H -6.171 -3.207 -0.548
H 4.004 1.693 1.290
H 5.000 -0.041 2.550
*
```

Output
Kohn-Sham gap in eV: 9.34
SMILES string: COC(=O)[C@H]1C(=O)c2c([nH]c(C(=O)OC3CCCCCC3)c2C)C[C@@H]1C
Highest occupied orbital energy in eV: -8.68

***

Least stable of them? entry P.

***

Entry P
ORCA calculation (wB97M-V/def2-TZVPD) on a cluster of 10 separate species, C27H74O13 in total.

ORCA input file:
```
! wB97M-V def2-TZVPD RIJCOSX def2/J DEFGRID3
* xyz 0 1
O 11.656 -39.431 2.547
O 15.663 -38.242 6.201
O 13.802 -31.264 8.316
O 14.314 -35.908 5.442
O 12.908 -33.594 1.692
O 14.422 -35.586 1.870
O 10.258 -36.000 2.818
O 11.776 -34.750 6.006
O 14.316 -39.112 3.983
O 11.170 -40.246 8.697
O 19.956 -33.057 5.857
O 19.781 -32.978 1.116
O 17.188 -35.373 0.635
C 13.064 -32.197 1.315
C 19.181 -34.156 0.585
C 14.965 -41.373 3.714
C 11.735 -34.101 7.293
C 10.404 -34.396 7.961
C 11.783 -38.941 8.386
C 17.627 -33.818 5.969
C 16.531 -38.429 7.258
C 15.144 -39.932 3.177
C 11.432 -38.574 6.924
C 15.396 -29.978 7.114
C 16.420 -37.202 8.177
C 14.064 -30.642 6.938
C 12.924 -34.744 8.073
C 18.836 -33.302 6.698
C 14.475 -35.194 4.313
C 11.109 -38.191 1.994
C 19.314 -34.285 7.847
C 12.114 -31.336 2.113
C 11.181 -37.926 9.395
C 16.186 -39.716 8.045
C 10.685 -37.273 3.217
C 14.593 -31.699 1.511
C 14.281 -36.097 3.153
C 17.895 -34.393 1.376
C 14.084 -31.864 5.957
C 14.768 -39.851 1.721
H 13.032 -39.028 8.582
H 15.678 -29.438 5.999
H 12.802 -30.985 8.369
H 11.386 -38.391 10.408
H 9.653 -33.968 7.293
H 12.840 -35.791 8.392
H 13.435 -35.619 5.610
H 18.891 -34.125 -0.498
H 11.527 -37.147 3.739
H 12.844 -34.402 9.149
H 11.736 -33.126 7.364
H 12.514 -39.367 2.819
H 14.738 -38.869 1.580
H 12.110 -31.384 3.206
H 11.863 -39.201 6.334
H 14.955 -31.843 2.497
H 15.418 -29.300 7.817
H 9.987 -35.263 7.788
H 11.982 -33.619 1.389
H 18.195 -34.560 2.418
H 19.657 -32.688 5.185
H 15.123 -39.610 8.441
H 18.653 -32.250 7.052
H 15.340 -32.271 0.993
H 14.726 -30.638 1.038
H 10.158 -37.770 9.215
H 15.535 -34.808 4.361
H 19.570 -35.145 7.230
H 15.395 -37.432 6.025
H 17.515 -38.652 6.896
H 11.857 -37.558 6.595
H 14.974 -36.891 3.326
H 12.844 -32.157 0.290
H 19.955 -34.956 0.611
H 13.069 -32.274 5.951
H 15.328 -37.148 8.568
H 17.415 -33.512 1.280
H 20.052 -34.013 8.212
H 10.448 -34.271 8.996
H 17.389 -33.195 5.098
H 14.875 -38.908 4.860
H 15.569 -42.139 3.196
H 10.830 -34.639 5.688
H 16.678 -33.858 6.496
H 10.982 -31.596 1.961
H 13.845 -40.433 1.299
H 16.245 -39.742 3.402
H 13.999 -34.764 1.766
H 11.807 -36.956 9.497
H 11.800 -40.638 9.276
H 18.430 -34.379 8.343
H 11.851 -37.698 1.483
H 13.231 -36.630 3.097
H 9.883 -37.781 3.779
H 15.475 -41.316 4.769
H 10.349 -38.366 1.372
H 14.299 -31.375 4.977
H 13.299 -30.002 6.694
H 17.059 -36.884 9.011
H 14.765 -32.474 6.149
H 12.251 -30.304 1.836
H 15.446 -40.128 0.881
H 9.664 -35.479 3.352
H 16.346 -36.132 7.643
H 14.025 -34.165 4.209
H 17.692 -34.770 5.486
H 10.486 -38.653 6.611
H 16.083 -40.565 7.380
H 16.282 -30.755 7.138
H 20.673 -32.763 0.566
H 16.381 -35.606 1.195
H 13.936 -34.602 7.715
H 16.846 -40.115 8.900
H 13.980 -41.775 3.712
*
```

Output
Kohn-Sham gap in eV: 9.31
SMILES string: CC(C)O.CC(C)O.CC(C)O.CC(C)O.CC(C)O.CC(C)O.CC(C)O.OCCO.OCCO.OCCO
Highest occupied orbital energy in eV: -9.38

***

Entry Q
ORCA calculation (wB97M-V/def2-TZVPD) on a cluster of 10 separate species, C27H74O13 in total.

ORCA input file:
```
! wB97M-V def2-TZVPD RIJCOSX def2/J DEFGRID3
* xyz 0 1
O 1.762 3.652 24.701
O 2.044 6.543 20.137
O -0.194 7.890 20.130
O -3.550 5.405 21.088
O -3.679 11.085 19.230
O 2.841 6.657 22.922
O 1.110 8.860 22.978
O -3.327 5.057 18.392
O 4.729 7.130 19.356
O -0.498 3.755 18.283
O -2.879 8.091 21.221
O -0.629 7.333 24.944
O 0.834 11.245 21.778
C -5.540 5.956 17.551
C 0.501 1.725 19.111
C 0.315 4.200 22.699
C 5.533 7.827 17.257
C -5.221 3.761 21.507
C -1.729 2.509 19.903
C 0.562 4.260 24.229
C 1.265 12.016 20.602
C -0.632 3.603 24.964
C 2.224 8.803 23.895
C 1.347 6.512 18.945
C -0.081 6.749 19.265
C 5.455 6.609 18.206
C 1.778 13.376 21.031
C -3.308 9.762 19.479
C 2.655 7.354 24.167
C -5.177 5.990 22.776
C 2.246 11.100 19.933
C -2.459 8.885 24.642
C -2.036 7.467 24.930
C -3.409 6.378 16.345
C -0.782 2.438 18.779
C 6.779 6.097 18.631
C -4.380 4.909 22.105
C -3.555 9.297 20.889
C -4.017 6.180 17.715
C -2.565 7.049 26.353
H 3.053 9.333 23.381
H -2.458 6.822 24.146
H -0.541 4.855 22.508
H -2.008 1.481 20.170
H 4.585 8.401 17.408
H 1.992 14.141 20.325
H -1.290 4.251 18.169
H 1.386 5.488 18.522
H 2.019 6.799 24.914
H 1.769 7.343 18.355
H 0.072 3.163 22.452
H -2.150 6.132 26.657
H -4.555 3.020 21.010
H -4.605 9.194 21.062
H -0.635 6.875 18.305
H 1.143 4.636 21.994
H 0.981 2.197 20.005
H 7.322 6.913 19.136
H -1.238 2.952 20.779
H 0.395 0.676 19.187
H -2.624 3.064 19.654
H 5.645 7.531 16.218
H -1.953 9.236 23.743
H -3.692 5.496 15.796
H -0.755 2.527 24.693
H 1.224 1.917 18.341
H -1.585 4.117 24.886
H -3.196 10.105 21.531
H -2.359 6.353 16.426
H 3.598 7.408 24.680
H 5.195 6.870 20.138
H 1.073 9.715 22.470
H -1.304 1.880 17.943
H -4.480 11.094 18.723
H 1.782 10.165 19.550
H 4.781 5.781 17.804
H -5.745 5.186 16.828
H -0.505 5.931 19.861
H -3.677 7.337 15.877
H -5.731 3.331 22.372
H 2.978 6.795 19.912
H 2.024 9.319 24.834
H 6.320 8.541 17.539
H -1.914 8.167 20.985
H -6.027 4.144 20.852
H -3.519 8.997 24.514
H -3.633 5.174 19.326
H -0.352 3.675 26.030
H -2.266 9.591 19.132
H -3.734 4.374 22.828
H -3.604 6.992 26.155
H 2.508 4.141 24.347
H -6.081 6.844 17.217
H 2.994 10.748 20.650
H -4.625 6.867 23.167
H -5.995 5.611 18.504
H -2.217 9.422 25.505
H -2.312 7.853 27.021
H 2.678 13.166 21.627
H 2.726 11.696 19.151
H 0.506 5.313 24.543
H -3.373 6.324 21.208
H -0.049 11.586 22.109
H -3.913 7.044 18.347
H 2.004 6.684 22.436
H 1.031 13.634 21.743
H 0.315 12.188 20.028
H 0.458 7.815 20.823
H -5.891 6.399 21.982
H 7.391 5.963 17.772
H -0.400 7.807 24.138
H 6.778 5.233 19.257
H -3.847 9.156 18.774
H -5.822 5.689 23.565
*
```

Output
Kohn-Sham gap in eV: 9.71
SMILES string: CC(C)O.CC(C)O.CC(C)O.CC(C)O.CC(C)O.CC(C)O.CC(C)O.OCCO.OCCO.OCCO
Highest occupied orbital energy in eV: -9.33

***

Least stable of them? entry P.

***

Entry P
ORCA calculation (wB97M-V/def2-TZVPD) on a cluster of 2 separate species, C2H3F2P in total.

ORCA input file:
```
! wB97M-V def2-TZVPD RIJCOSX def2/J DEFGRID3
* xyz 0 1
P -4.548 0.702 0.590
F -0.673 -0.488 -0.093
F 0.634 0.834 -1.156
C 0.667 0.823 1.177
C 0.304 0.376 0.011
H 0.223 0.265 2.018
H -3.218 1.238 0.370
H 1.584 1.227 1.499
*
```

Output
Kohn-Sham gap (alpha / beta) in eV: 7.43 / 7.42
Highest occupied orbital energy (alpha / beta) in eV: -8.84 / -8.84

***

Entry Q
ORCA calculation (wB97M-V/def2-TZVPD) on the molecule C2H3F2P.

ORCA input file:
```
! wB97M-V def2-TZVPD RIJCOSX def2/J DEFGRID3
* xyz 0 1
P -0.482 1.358 -0.077
F 1.771 0.091 0.847
F 1.227 -0.608 -1.145
C 0.751 -0.014 -0.036
C -0.590 -0.414 0.480
H -0.877 1.263 -1.562
H -1.142 -1.164 -0.067
H -0.656 -0.512 1.560
*
```

Output
Kohn-Sham gap in eV: 10.80
SMILES string: FC1(F)CP1
Highest occupied orbital energy in eV: -9.93

***

Least stable of them? entry P.

***

Entry P
ORCA calculation (wB97M-V/def2-TZVPD) on a cluster of 2 separate species, C4H12N2O2 in total.

ORCA input file:
```
! wB97M-V def2-TZVPD RIJCOSX def2/J DEFGRID3
* xyz 1 2
O 2.293 -0.346 -0.332
O 0.972 1.224 -0.930
N 2.760 0.741 -2.261
N -0.528 0.190 1.032
C 1.998 0.569 -1.203
C -2.336 -0.126 -0.638
C -1.316 -0.818 0.250
C 0.158 -0.354 2.242
H -1.815 0.559 -1.302
H 3.586 0.181 -2.395
H -2.840 -0.872 -1.241
H -1.120 0.986 1.262
H 0.503 -1.341 2.000
H -3.073 0.424 -0.058
H -0.583 -1.368 -0.347
H 0.201 0.529 0.367
H 0.986 0.305 2.488
H 2.485 1.464 -2.909
H -1.769 -1.534 0.928
H -0.562 -0.412 3.046
*
```

Output
Kohn-Sham gap (alpha / beta) in eV: 12.84 / 8.16
Highest occupied orbital energy (alpha / beta) in eV: -15.44 / -15.35

***

Entry Q
ORCA calculation (wB97M-V/def2-TZVPD) on a cluster of 2 separate species, C4H12N2O2 in total.

ORCA input file:
```
! wB97M-V def2-TZVPD RIJCOSX def2/J DEFGRID3
* xyz 1 2
O -2.043 2.074 0.885
O -0.371 1.343 -1.100
N 0.069 -0.667 -1.839
N -0.600 -0.573 1.289
C 0.103 0.241 -0.807
C 1.557 0.925 1.184
C 0.100 -2.093 -1.695
C 0.685 -0.223 0.586
H 2.109 0.566 2.101
H -0.361 -2.323 -0.582
H -1.188 0.393 1.347
H 1.075 -1.197 0.423
H 0.942 1.747 1.623
H -1.389 2.057 0.197
H -2.774 2.624 0.528
H -0.402 -0.218 -2.648
H 1.167 -2.406 -1.705
H -0.377 -2.676 -2.471
H -0.491 -0.955 2.172
H 2.189 1.363 0.512
*
```

Output
Kohn-Sham gap (alpha / beta) in eV: 10.56 / 4.84
Highest occupied orbital energy (alpha / beta) in eV: -14.41 / -13.93

***

Least stable of them? entry Q.